1.
The following is a DFT calculation (ωB97M-V with the def2-TZVPD basis set) of 3 unconnected molecules or ions with the total composition C3H14N2O2 in a non-equilibrium geometry.

Geometry (Å):
C1 -0.98186 2.35866 -0.60972
C2 -1.54083 0.92862 -0.48229
N1 -0.41548 0.00768 -0.69728
C3 -0.92206 -1.39388 -0.67841
N2 0.16449 -2.38118 -0.72139
H1 -0.44312 2.44794 -1.55483
H2 -1.73851 3.14148 -0.68551
H3 -0.33692 2.53179 0.24680
H4 -2.33343 0.80616 -1.22243
H5 -1.91614 0.77544 0.52463
H6 -0.11306 0.17635 -1.65606
H7 -1.48043 -1.38984 0.26160
H8 -1.59156 -1.62107 -1.51905
H9 0.17696 -2.84319 0.18057
H10 1.02516 -1.83877 -0.77798
O1 0.15307 2.58059 6.62517
H11 -0.61965 2.85404 6.09932
H12 0.65288 3.40710 6.62535
O2 4.31853 -3.51727 -3.00375
H13 3.36498 -3.42301 -3.02568
H14 4.57698 -3.60764 -3.92905

As for the total energy: -382.65553 a.u. Its frontier orbital gap is 10.261 eV. The highest occupied orbital energy is -9.42 eV. The lowest unoccupied orbital energy is 0.84 eV.

Just the Mulliken charges please, in e? Sure, here they are: atom 1 (C): -1.16, atom 2 (C): -0.40, atom 3 (N): -0.47, atom 4 (C): -0.40, atom 5 (N): -0.58, atom 6 (H): 0.30, atom 7 (H): 0.36, atom 8 (H): 0.30, atom 9 (H): 0.33, atom 10 (H): 0.36, atom 11 (H): 0.26, atom 12 (H): 0.30, atom 13 (H): 0.25, atom 14 (H): 0.26, atom 15 (H): 0.28, atom 16 (O): -0.64, atom 17 (H): 0.32, atom 18 (H): 0.32, atom 19 (O): -0.64, atom 20 (H): 0.32, atom 21 (H): 0.32

=====

2.
The following is a DFT calculation (ωB97M-V with the def2-TZVPD basis set) of 3 unconnected molecules or ions with the total composition C3H14N2O2 in a non-equilibrium geometry.

Geometry (Å):
C1 1.04026 1.16221 -2.63758
N1 0.36528 0.35906 -1.46133
C2 0.82438 0.55288 -0.09186
C3 0.22396 -0.37180 1.01874
N2 -1.13980 0.06564 1.42384
H1 0.53900 0.60465 -3.43362
H2 0.91619 2.33095 -2.56826
H3 2.06497 0.95030 -2.62207
H4 -0.60067 0.73063 -1.46863
H5 0.78029 1.58628 0.25149
H6 1.87842 0.29255 -0.13561
H7 0.95220 -0.55465 1.86354
H8 0.20221 -1.35607 0.48830
H9 -1.73092 -0.01324 0.59283
H10 -1.01795 1.11350 1.52765
O1 -1.30559 -1.78952 -1.51083
H11 -1.21269 -2.59846 -2.09955
H12 -0.34129 -1.56071 -1.46377
O2 -0.75401 -0.88134 4.35689
H13 -1.17768 -0.66976 3.51066
H14 -0.50656 0.04690 4.45919

As for the total energy: -382.63198 a.u. Its frontier orbital gap is 10.257 eV. The highest occupied orbital energy is -9.52 eV. The lowest unoccupied orbital energy is 0.74 eV.

Just the Mulliken charges please, in e? Sure, here they are: atom 1 (C): -0.89, atom 2 (N): -0.26, atom 3 (C): -0.70, atom 4 (C): -0.50, atom 5 (N): -0.63, atom 6 (H): 0.35, atom 7 (H): 0.24, atom 8 (H): 0.32, atom 9 (H): 0.22, atom 10 (H): 0.39, atom 11 (H): 0.39, atom 12 (H): 0.32, atom 13 (H): 0.22, atom 14 (H): 0.31, atom 15 (H): 0.24, atom 16 (O): -0.61, atom 17 (H): 0.30, atom 18 (H): 0.31, atom 19 (O): -0.66, atom 20 (H): 0.36, atom 21 (H): 0.30

=====

3.
The following is a DFT calculation (ωB97M-V with the def2-TZVPD basis set) of 4 unconnected molecules or ions with the total composition C3H14N2O2S in a non-equilibrium geometry.

Geometry (Å):
N1 1.67948 -0.61499 0.00885
C1 1.38196 0.52740 -0.80528
C2 1.16944 0.29164 -2.30708
S1 0.00724 -1.05035 -2.70326
C3 0.02795 1.23750 -0.35591
N2 0.21352 1.73200 1.07060
H1 1.15925 -1.41824 -0.32670
H2 -0.71730 -3.53777 -0.42838
H3 -1.05777 -3.06549 -0.89988
H4 2.20325 1.25384 -0.66594
H5 2.09588 0.11076 -2.88793
H6 0.77767 1.23495 -2.68893
H7 -0.13051 2.12795 -0.98405
H8 -0.84820 0.58505 -0.36448
H9 -0.32890 2.58585 1.09090
H10 -0.11808 0.98707 1.73448
H11 -0.78654 -0.57337 3.50164
H12 1.42336 -0.50392 0.98504
O1 -0.34852 -0.44078 2.66696
H13 -3.42079 -0.57367 1.44190
H14 -1.83714 -0.52087 1.80825
O2 -2.54527 -0.37455 1.10921

The spin multiplicity is 2. The expectation value of S² is 0.753. Its charge is -1. As for the total energy: -780.81260 a.u. Its frontier orbital gap (alpha / beta) is 7.185 / 5.111 eV. The highest occupied orbital energy (alpha / beta) is -3.99 / -3.98 eV. The lowest unoccupied orbital energy (alpha / beta) is 3.20 / 1.13 eV.

Just the Mulliken charges please, in e? Sure, here they are: atom 1 (N): -0.67, atom 2 (C): 0.05, atom 3 (C): -0.73, atom 4 (S): -0.13, atom 5 (C): -0.67, atom 6 (N): -0.64, atom 7 (H): 0.28, atom 8 (H): 0.12, atom 9 (H): -0.14, atom 10 (H): 0.22, atom 11 (H): 0.38, atom 12 (H): 0.34, atom 13 (H): 0.47, atom 14 (H): 0.24, atom 15 (H): 0.22, atom 16 (H): 0.35, atom 17 (H): 0.11, atom 18 (H): 0.33, atom 19 (O): -1.11, atom 20 (H): 0.25, atom 21 (H): 0.41, atom 22 (O): -0.66

=====

4.
The following is a DFT calculation (ωB97M-V with the def2-TZVPD basis set) of 3 unconnected molecules or ions with the total composition C3H14N2O3 in a non-equilibrium geometry.

Geometry (Å):
N1 2.48012 0.39094 -0.08021
C1 2.01228 -0.59134 0.87539
N2 1.13961 -1.60588 0.29486
C2 -0.19580 -1.12615 -0.06837
C3 -0.79839 -1.93315 -1.20496
O1 -1.36688 -1.09649 -2.24172
H1 1.70271 0.93347 -0.43120
H2 2.91185 -0.03281 -0.89373
H3 2.84828 -1.14511 1.30800
H4 1.59425 0.01355 1.67194
H5 1.03237 -2.37987 0.93318
H6 -0.85048 -1.15741 0.80133
H7 -0.21695 -0.05942 -0.27249
H8 -0.04921 -2.58665 -1.64535
H9 -1.67940 -2.50776 -0.91221
H10 -0.84507 -0.29167 -2.31652
O2 -2.28123 2.45581 1.92890
H11 -2.95370 3.12047 2.12478
H12 -2.57220 2.05155 1.10087
O3 -0.50953 2.15787 -0.40287
H13 -0.81844 2.49896 0.45145
H14 -0.58418 2.89110 -1.02107

As for the total energy: -457.89979 a.u. Its frontier orbital gap is 9.182 eV. The highest occupied orbital energy is -8.85 eV. The lowest unoccupied orbital energy is 0.33 eV.

Just the Mulliken charges please, in e? Sure, here they are: atom 1 (N): -0.60, atom 2 (C): -0.55, atom 3 (N): -0.43, atom 4 (C): 0.09, atom 5 (C): -0.45, atom 6 (O): -0.55, atom 7 (H): 0.24, atom 8 (H): 0.26, atom 9 (H): 0.37, atom 10 (H): 0.37, atom 11 (H): 0.24, atom 12 (H): 0.30, atom 13 (H): -0.14, atom 14 (H): 0.31, atom 15 (H): 0.26, atom 16 (H): 0.31, atom 17 (O): -0.68, atom 18 (H): 0.32, atom 19 (H): 0.34, atom 20 (O): -0.62, atom 21 (H): 0.35, atom 22 (H): 0.27

=====

5.
The following is a DFT calculation (ωB97M-V with the def2-TZVPD basis set) of a molecular structure, C3H14N3OPd in a non-equilibrium geometry.

Geometry (Å):
C1 1.20059 -2.20578 -1.24588
Pd1 -0.19272 -0.86663 -1.83238
N1 -1.94848 0.34732 -1.41293
H1 -0.81220 -1.67859 -3.10673
H2 -2.36386 -0.09756 -0.59126
H3 -1.10713 -0.45299 -3.12116
H4 0.95074 -2.92930 -2.04485
H5 0.91900 -2.60471 -0.27893
H6 2.24461 -1.82284 -1.30540
H7 -1.65278 1.30014 -1.19850
H8 -2.60555 0.33359 -2.19676
C2 1.40263 2.37128 1.82610
N2 0.54228 1.23321 2.07988
C3 0.11367 0.38027 1.11072
N3 -0.70525 -0.63202 1.57458
O1 0.34278 0.56406 -0.10377
H9 1.53647 2.46155 0.74375
H10 2.37739 2.23757 2.31416
H11 0.94729 3.28728 2.22335
H12 0.30767 1.00113 3.03496
H13 -0.77733 -1.43557 0.95954
H14 -0.71982 -0.79141 2.57151

The spin multiplicity is 3. The expectation value of S² is 2.006. Its charge is -1. As for the total energy: -489.94110 a.u. Its frontier orbital gap (alpha / beta) is 3.174 / 7.482 eV. The highest occupied orbital energy (alpha / beta) is 0.69 / -4.29 eV. The lowest unoccupied orbital energy (alpha / beta) is 3.87 / 3.20 eV.

Just the Mulliken charges please, in e? Sure, here they are: atom 1 (C): -1.12, atom 2 (Pd): 0.15, atom 3 (N): -0.81, atom 4 (H): 0.13, atom 5 (H): 0.34, atom 6 (H): -0.09, atom 7 (H): 0.26, atom 8 (H): 0.28, atom 9 (H): 0.22, atom 10 (H): 0.26, atom 11 (H): 0.37, atom 12 (C): -1.87, atom 13 (N): 1.22, atom 14 (C): -4.12, atom 15 (N): -0.19, atom 16 (O): 0.89, atom 17 (H): 0.27, atom 18 (H): 0.44, atom 19 (H): 0.58, atom 20 (H): 0.68, atom 21 (H): 0.21, atom 22 (H): 0.91

=====

The calculation returns the following energy relative to the best compared isomer or geometry (same formula, charge and spin) values, one per record and in order: 116.1; 178.0; 65.1; 103.2; 32.9 kJ/mol.